C5H9NO | ωB97M-V with the def2-TZVPD basis set

Last column: Mulliken charge in e.
CARTESIAN COORDINATES (ANGSTROEM)
O: 1.454 -1.111 1.230  -0.450
N: 0.607 -1.155 0.096  -0.024
C: -0.598 2.025 -0.599  -0.376
C: 0.713 1.481 0.055  -0.476
C: -0.984 0.576 -0.799  -0.778
C: 0.117 0.119 -0.186  0.481
C: -0.444 -2.133 0.323  -0.887
H: 1.619 1.696 -0.522  0.218
H: -1.240 2.574 0.099  0.201
H: -1.046 -1.884 1.208  0.328
H: 0.881 1.756 1.101  0.219
H: -1.093 -2.138 -0.557  0.333
H: -0.003 -3.125 0.442  0.267
H: 2.303 -1.412 0.880  0.335
H: -1.835 0.098 -1.272  0.364
H: -0.453 2.633 -1.499  0.245

Values from the calculation:
Energy relative to the best compared isomer or geometry (same formula, charge and spin) in eV: 3.782
SMILES: CN(O)C1=CCC1
LUMO in eV: 0.96
HOMO-LUMO gap in eV: 9.1
E_tot in hartree: -325.798575
HOMO energy in Ha: -0.298
Net charge: 0
Largest force on an atom in eV/Å: 0.32

C25H40F15IO14P2 | ωB97M-V with the def2-TZVPD basis set

Last column: Mulliken charge in e.
CARTESIAN COORDINATES (ANGSTROEM)
I: 2.932 -5.491 4.777  -0.345
P: 1.451 -1.438 2.757  0.823
P: 2.212 -3.314 3.666  0.317
F: -9.114 1.178 0.841  -0.247
F: -11.162 0.569 1.084  -0.254
F: -8.344 2.247 -7.954  -0.269
F: 7.735 -4.502 1.378  -0.201
F: -10.421 2.295 2.121  -0.245
F: -1.707 0.727 -5.403  -0.270
F: -2.050 2.413 -4.099  -0.264
F: -7.158 0.454 -7.949  -0.251
F: 9.076 -5.573 0.096  -0.267
F: 3.352 0.712 5.647  -0.330
F: 1.554 1.298 6.659  -0.255
F: 7.041 -6.222 0.302  -0.275
F: -0.724 2.591 -5.776  -0.262
F: -9.035 0.501 -6.917  -0.242
F: 3.443 1.479 7.651  -0.270
O: -7.723 1.681 -4.839  -0.504
O: 0.167 -0.955 3.420  -0.764
O: 2.244 3.890 6.638  -0.321
O: 1.070 -1.621 1.115  -0.418
O: -10.460 1.910 -1.359  -0.326
O: 1.204 1.449 -4.216  -0.522
O: -11.331 3.559 -0.117  -0.508
O: -0.403 0.708 -2.841  -0.311
O: 6.828 -3.211 -0.844  -0.512
O: -6.044 2.186 -6.233  -0.343
O: 5.489 -3.214 3.571  -0.193
O: 2.531 -0.147 2.839  -0.384
O: 3.709 3.347 5.032  -0.511
O: 7.743 -4.818 -2.108  -0.319
C: 2.831 1.626 6.474  0.965
C: 2.332 5.271 6.249  -0.207
C: -9.858 3.743 -2.847  -1.072
C: -7.951 1.219 -7.195  0.909
C: 7.404 -4.251 -0.954  0.349
C: 3.170 -3.834 2.129  -1.059
C: 7.819 -5.139 0.214  0.919
C: 7.375 -4.093 -3.294  -0.218
C: -4.660 1.597 -4.314  -1.078
C: -7.246 1.703 -5.932  0.357
C: -10.363 1.635 0.969  0.918
C: 6.819 -3.110 4.066  -0.808
C: 0.600 0.197 -1.943  -0.079
C: -10.775 2.508 -0.212  0.339
C: 1.201 1.312 -1.112  -0.999
C: 8.327 -2.943 -3.551  -1.097
C: 4.141 -2.748 1.550  -0.036
C: 0.418 -3.936 3.793  -1.099
C: -10.829 2.617 -2.554  -0.222
C: 0.053 1.311 -3.936  0.232
C: 5.184 -2.226 2.600  -0.332
C: 1.511 5.542 5.004  -1.101
C: -1.111 1.767 -4.809  1.051
C: 2.991 3.043 5.934  0.359
C: -5.286 2.710 -5.128  -0.175
H: -0.012 -4.033 2.767  0.304
H: 0.403 -4.961 4.206  0.513
H: 3.375 5.563 6.118  0.313
H: 6.067 -1.900 1.999  0.486
H: -4.036 2.004 -3.529  0.372
H: 8.083 -2.446 -4.490  0.367
H: -0.197 -3.309 4.463  0.315
H: 2.478 -4.166 1.318  0.363
H: 1.937 5.849 7.083  0.311
H: -8.837 3.362 -2.897  0.228
H: -11.856 2.978 -2.480  0.328
H: 4.833 -1.310 3.129  0.178
H: 0.478 5.225 5.152  0.306
H: 8.282 -2.205 -2.750  0.311
H: 6.340 -3.753 -3.224  0.302
H: -4.058 0.952 -4.950  0.224
H: -9.879 4.499 -2.061  0.384
H: 1.905 0.911 -0.383  0.188
H: -5.422 0.967 -3.853  0.412
H: 2.832 -0.055 3.750  0.208
H: 1.526 6.605 4.760  0.368
H: 7.427 -4.805 -4.116  0.336
H: 0.418 1.859 -0.584  0.310
H: 1.727 2.033 -1.738  0.403
H: 0.097 -0.515 -1.291  0.170
H: 7.428 -2.330 3.556  0.342
H: 7.320 -4.078 3.865  0.223
H: 6.842 -2.843 5.148  0.270
H: 1.897 4.988 4.148  0.320
H: 9.357 -3.303 -3.598  0.305
H: 2.809 -2.625 4.772  0.124
H: 0.154 -1.926 1.162  0.310
H: -10.799 1.888 -3.363  0.315
H: -4.503 3.332 -5.562  0.340
H: 3.638 -1.914 1.019  0.138
H: 3.774 -4.722 2.391  0.589
H: 1.363 -0.353 -2.496  0.320
H: 4.752 -3.263 0.773  0.008
H: -10.105 4.226 -3.793  0.367
H: -5.911 3.359 -4.513  0.260

Values from the calculation:
Energy relative to the best compared isomer or geometry (same formula, charge and spin) in eV: 1.030
SMILES: COCCC[PH](C)(I)P(=O)(O)O.CCOC(=O)C(F)(F)F.CCOC(=O)C(F)(F)F.CCOC(=O)C(F)(F)F.CCOC(=O)C(F)(F)F.CCOC(=O)C(F)(F)F
LUMO in eV: 0.27
HOMO-LUMO gap in eV: 9.0
E_tot in hartree: -4508.463988
HOMO energy in Ha: -0.320
Net charge: 0
Largest force on an atom in eV/Å: 5.08

C6H7N3O | ωB97M-V with the def2-TZVPD basis set

Last column: Mulliken charge in e.
CARTESIAN COORDINATES (ANGSTROEM)
O: 0.970 0.044 -2.305  -0.627
N: 2.153 1.845 -1.806  -0.484
N: 0.884 0.906 -0.117  -0.211
N: -0.113 0.070 1.798  -0.539
C: -1.878 -1.520 1.744  -0.406
C: -0.920 -0.820 2.385  -0.599
C: 1.313 0.882 -1.456  0.529
C: -1.035 -0.605 -0.367  -0.135
C: -0.091 0.040 0.486  0.319
C: -1.957 -1.420 0.396  -0.327
H: -1.083 -0.727 3.281  0.554
H: -1.056 -0.560 -1.506  0.310
H: -2.464 -2.073 2.259  0.591
H: 0.993 1.779 0.232  0.248
H: -2.754 -2.016 -0.207  0.244
H: 2.654 2.027 -2.775  0.292
H: 2.889 2.131 -1.103  0.240

Values from the calculation:
Energy relative to the best compared isomer or geometry (same formula, charge and spin) in eV: 1.208
SMILES: NC(=O)Nc1ccccn1
LUMO in eV: 0.82
HOMO-LUMO gap in eV: 9.8
E_tot in hartree: -472.297459
HOMO energy in Ha: -0.331
Net charge: 0
Largest force on an atom in eV/Å: 9.89

Which value of net charge does entry 1 give?
0

Number 3 is which compound?
C6H7N3O